Record 1
Below is a 2-piece molecular cluster, C23H34N2O5P overall in a non-equilibrium geometry, with properties calculated with ωB97M-V with the def2-TZVPD basis set.

Results
net charge	-1
Kohn-Sham gap	4.5	eV
maximum force	2.497	eV/Å
E_LUMO	2.107	eV

CARTESIAN COORDINATES (ANGSTROEM)
C (-3.5444, -0.3662, 2.5714)
C (-2.4729, -0.2028, 1.6733)
C (-2.1880, 1.1825, 1.1162)
C (-1.8722, 1.1978, -0.3619)
C (-0.7490, 1.8516, -0.8012)
C (-0.3753, 1.9394, -2.1252)
O (0.7934, 2.6424, -2.2951)
C (1.8384, 1.7963, -2.7642)
C (2.7799, 2.5862, -3.7353)
C (2.0955, 3.7740, -4.4700)
C (-1.1554, 1.3531, -3.1487)
P (-0.7406, 1.4621, -4.9317)
O (-1.0984, 0.2851, -5.7501)
C (-2.3065, 0.6844, -2.7141)
C (-2.6698, 0.6023, -1.3467)
C (-3.9786, -0.1580, -1.2314)
O (-4.6053, -0.5311, -0.2800)
N (-4.4673, -0.3665, -2.5788)
C (-3.4005, -0.0476, -3.4948)
O (-3.4697, -0.3942, -4.6409)
H (-3.4061, -0.0559, 3.6184)
H (-4.5252, -0.7356, 2.2571)
H (-1.8911, -1.0930, 1.4014)
H (-3.0207, 1.8463, 1.3743)
H (-1.2890, 1.5680, 1.6472)
H (-0.1278, 2.3061, -0.0294)
H (1.4214, 0.9016, -3.2463)
H (2.4527, 1.4266, -1.9286)
H (3.6051, 2.9818, -3.1326)
H (3.1321, 1.8797, -4.4970)
H (1.0230, 3.6568, -4.6287)
H (2.3257, 4.7305, -3.9849)
H (2.5471, 3.8481, -5.4747)
H (0.6478, 1.6825, -5.0891)
H (-1.3470, 2.6633, -5.4043)
H (-5.1373, 0.3938, -2.7141)
C (-0.4382, -3.1681, 3.1757)
C (0.3227, -1.8441, 3.3828)
C (1.7216, -2.1458, 3.9477)
C (2.6991, -2.7822, 2.9581)
C (2.4121, -2.4007, 1.5017)
C (1.6232, -1.0942, 1.3261)
N (0.3717, -1.2050, 2.0618)
O (-0.4424, -0.0677, 1.9411)
C (1.2842, -0.9773, -0.1527)
C (2.5136, 0.1019, 1.7106)
C (-0.4154, -1.0564, 4.4638)
H (-1.4483, -2.9768, 2.8092)
H (-0.5264, -3.7336, 4.1140)
H (0.0613, -3.8119, 2.4492)
H (2.1649, -1.2170, 4.3187)
H (1.6365, -2.7919, 4.8288)
H (3.7173, -2.4844, 3.2275)
H (2.6747, -3.8715, 3.0549)
H (3.3563, -2.3535, 0.9489)
H (1.8477, -3.2152, 1.0371)
H (0.6069, -1.7761, -0.4618)
H (2.1862, -1.0498, -0.7739)
H (0.8077, -0.0226, -0.3777)
H (3.4224, 0.1168, 1.0964)
H (2.8308, 0.0762, 2.7547)
H (1.9958, 1.0483, 1.5440)
H (-0.4442, -1.6321, 5.3952)
H (-1.4475, -0.8489, 4.1827)
H (0.0815, -0.1077, 4.6758)

Löwdin charges in e:
1. C -0.12
2. C -0.22
3. C -0.14
4. C -0.11
5. C 0.03
6. C -0.27
7. O -0.07
8. C -0.21
9. C -0.20
10. C -0.12
11. C -0.18
12. P 0.75
13. O -0.43
14. C -0.06
15. C -0.01
16. C -0.35
17. O 0.14
18. N 0.13
19. C -0.37
20. O 0.12
21. H 0.00
22. H 0.00
23. H 0.11
24. H 0.12
25. H 0.10
26. H 0.14
27. H 0.10
28. H 0.12
29. H 0.10
30. H 0.10
31. H 0.03
32. H 0.07
33. H 0.07
34. H 0.01
35. H 0.02
36. H 0.15
37. C -0.03
38. C -0.51
39. C -0.16
40. C -0.19
41. C -0.15
42. C -0.53
43. N -0.12
44. O -0.26
45. C -0.04
46. C -0.02
47. C -0.04
48. H 0.07
49. H 0.08
50. H 0.07
51. H 0.10
52. H 0.11
53. H 0.10
54. H 0.10
55. H 0.11
56. H 0.11
57. H 0.09
58. H 0.08
59. H 0.05
60. H 0.08
61. H 0.07
62. H 0.07
63. H 0.08
64. H 0.05
65. H 0.08

***

Record 2
Below is a 3-piece molecular cluster, C23H34N6O5Si overall in a non-equilibrium geometry, with properties calculated with ωB97M-V with the def2-TZVPD basis set.

Results
Kohn-Sham gap	6.6	eV
maximum force	8.101	eV/Å
structure (SMILES)	CC(C)=NC1=C([Si](C)(C)C)C(=O)C=C(CCC(=O)Nc2ccccc2)C1=O.NC(N)=O.NC(N)=O
E_LUMO	-1.350	eV

CARTESIAN COORDINATES (ANGSTROEM)
C (-5.8914, 0.4872, -3.4937)
C (-4.2742, 0.1802, -3.2163)
C (-3.2561, 1.4718, -3.4343)
N (-3.8213, -1.0892, -2.8398)
C (-3.5739, -1.1479, -1.3479)
C (-2.5823, -2.1299, -0.7504)
Si (-1.5168, -3.3720, -1.7667)
C (0.2556, -3.3860, -0.9198)
C (-2.1708, -5.2057, -1.5689)
C (-1.2130, -2.8738, -3.6030)
C (-2.3590, -2.1310, 0.9072)
O (-2.2270, -3.2431, 1.6393)
C (-2.3101, -0.6036, 1.5869)
C (-3.3065, 0.3717, 0.9939)
C (-3.3397, 1.9334, 1.5317)
C (-2.2316, 2.7557, 0.6296)
C (-0.7232, 2.8082, 1.3110)
O (-0.6628, 2.6850, 2.6395)
N (0.4377, 3.0409, 0.3696)
C (1.3573, 1.8451, 0.2577)
C (2.3295, 1.7700, -1.0931)
C (3.4345, 0.5601, -1.3630)
C (3.6220, -0.6404, -0.2598)
C (2.6347, -0.5905, 1.0728)
C (1.5249, 0.6302, 1.3455)
C (-4.3199, -0.1543, -0.2284)
O (-5.6059, 0.2071, -0.2845)
H (-6.1897, 1.2883, -2.6607)
H (-6.0733, 1.0224, -4.5392)
H (-6.5333, -0.5089, -3.3860)
H (-2.5725, 1.6767, -2.4906)
H (-3.9336, 2.4480, -3.5438)
H (-2.6502, 1.3947, -4.4439)
H (0.9993, -2.7008, -1.5484)
H (0.6660, -4.4770, -0.8171)
H (0.2281, -2.8959, 0.1678)
H (-2.8740, -5.5393, -2.4464)
H (-1.1868, -5.8764, -1.5778)
H (-2.6614, -5.3450, -0.5059)
H (-2.0441, -3.3069, -4.3117)
H (-1.1153, -1.7066, -3.6730)
H (-0.1628, -3.3322, -3.9210)
H (-1.5726, -0.2910, 2.4400)
H (-4.4121, 2.3933, 1.2796)
H (-3.2088, 2.0492, 2.6889)
H (-2.0988, 2.2603, -0.4225)
H (-2.5789, 3.8793, 0.4439)
H (1.0051, 3.8518, 0.7042)
H (2.2675, 2.5972, -1.9315)
H (4.0975, 0.5683, -2.3549)
H (4.4323, -1.4767, -0.4546)
H (2.8020, -1.4742, 1.8551)
H (0.8761, 0.6014, 2.3190)
C (1.4118, 1.7756, 5.7123)
O (0.6169, 2.5395, 6.2370)
N (1.3349, 1.4236, 4.4162)
N (2.4354, 1.2174, 6.3832)
H (1.9798, 0.7960, 3.9664)
H (0.5785, 1.8216, 3.8749)
H (2.5295, 1.4561, 7.3618)
H (3.1000, 0.5862, 5.9684)
C (7.2993, 0.9049, -0.3220)
O (6.7377, 0.9443, -1.4054)
N (8.2804, 0.0280, -0.0430)
N (6.9870, 1.7347, 0.6897)
H (8.7546, -0.0198, 0.8430)
H (8.5462, -0.6150, -0.7775)
H (6.2534, 2.4106, 0.5213)
H (7.4382, 1.7174, 1.5888)

Löwdin charges in e:
1. C -0.07
2. C -0.22
3. C -0.05
4. N 0.05
5. C -0.13
6. C -0.13
7. Si 0.53
8. C -0.22
9. C -0.22
10. C -0.24
11. C -0.23
12. O -0.05
13. C 0.08
14. C -0.09
15. C -0.14
16. C -0.10
17. C -0.24
18. O -0.03
19. N 0.01
20. C -0.16
21. C -0.01
22. C -0.06
23. C -0.07
24. C -0.06
25. C -0.01
26. C -0.13
27. O -0.03
28. H 0.10
29. H 0.09
30. H 0.10
31. H 0.07
32. H 0.09
33. H 0.10
34. H 0.04
35. H 0.04
36. H 0.04
37. H 0.04
38. H 0.04
39. H 0.05
40. H 0.05
41. H 0.04
42. H 0.06
43. H 0.12
44. H 0.13
45. H 0.13
46. H 0.10
47. H 0.14
48. H 0.13
49. H 0.08
50. H 0.10
51. H 0.09
52. H 0.09
53. H 0.05
54. C -0.71
55. O 0.03
56. N 0.15
57. N 0.14
58. H 0.07
59. H 0.04
60. H 0.11
61. H 0.09
62. C -0.72
63. O 0.01
64. N 0.15
65. N 0.15
66. H 0.10
67. H 0.11
68. H 0.11
69. H 0.10

***

Record 3
Below is C23H34N9O7S3Tc as an isolated structure in a non-equilibrium geometry, with properties calculated with ωB97M-V with the def2-TZVPD basis set.

Results
net charge	+3
Kohn-Sham gap (spin up / spin down)	7.4 / 5.7	eV
maximum force	1.115	eV/Å
multiplicity	4
E_LUMO (spin up / spin down)	-9.116 / -10.814	eV

CARTESIAN COORDINATES (ANGSTROEM)
Tc (1.5321, 0.5935, 0.1586)
C (6.7246, 0.8904, 1.2553)
C (5.5185, 0.9491, 2.1061)
N (5.4717, 0.9134, 3.3922)
N (4.1552, 0.9491, 3.7288)
C (3.3541, 0.9988, 2.6755)
S (1.6614, 1.0125, 2.5784)
N (4.2072, 1.0055, 1.6229)
N (3.7519, 1.1154, 0.3038)
H (7.6001, 0.8098, 1.8949)
H (6.8301, 1.7874, 0.6420)
H (6.6965, 0.0138, 0.6035)
H (3.8956, 0.9459, 4.7071)
H (3.8900, 2.0746, -0.0223)
H (4.3121, 0.5017, -0.2903)
C (1.0556, 7.4755, -0.5348)
O (1.1217, 6.8744, -1.8331)
C (1.1812, 5.5790, -1.9695)
C (1.2598, 5.0964, -3.3047)
C (1.3834, 3.7670, -3.5474)
C (1.4306, 2.8098, -2.4979)
C (1.6234, 1.4351, -2.7764)
C (1.7477, 0.9526, -4.1865)
O (1.6892, 0.5249, -1.8718)
C (1.2697, 3.2966, -1.1522)
O (1.2020, 2.4952, -0.1052)
C (1.1594, 4.6645, -0.9150)
H (1.0795, 8.5456, -0.7048)
H (1.9107, 7.1822, 0.0759)
H (0.1274, 7.2082, -0.0282)
H (1.2226, 5.8102, -4.1165)
H (1.4421, 3.4388, -4.5755)
H (2.5909, 1.4260, -4.6903)
H (0.8441, 1.1929, -4.7499)
H (1.8919, -0.1247, -4.1975)
H (1.0267, 4.9850, 0.1095)
S (2.4195, -1.6451, 0.5955)
C (1.6684, -3.0594, -0.0062)
N (0.6832, -3.1299, -0.8949)
C (0.3448, -4.5274, -1.2220)
C (1.2340, -5.3239, -0.2422)
N (2.0168, -4.2611, 0.4045)
H (0.4210, -2.3538, -1.4783)
H (0.5785, -4.7477, -2.2619)
H (-0.7142, -4.7097, -1.0550)
H (1.8914, -6.0270, -0.7487)
H (0.6522, -5.8654, 0.5015)
H (2.7131, -4.4395, 1.1111)
C (-6.8912, -4.7997, 2.5453)
C (-5.9621, -4.3450, 1.4359)
S (-5.1000, -2.8461, 1.9956)
O (-3.8483, -3.2365, 2.6078)
O (-5.9852, -1.9751, 2.7084)
C (-4.5805, -1.9119, 0.5050)
C (-3.8661, -0.6936, 1.0985)
N (-2.6571, -0.2724, 0.3755)
C (-1.4202, -0.4038, 0.8622)
N (-0.5327, 0.1661, 0.0232)
C (-1.2429, 0.6802, -1.0327)
C (-2.5541, 0.4226, -0.8203)
N (-3.6228, 0.8010, -1.7201)
O (-3.2567, 1.3540, -2.7350)
O (-4.7621, 0.6140, -1.3610)
C (-1.1038, -1.1031, 2.1305)
H (-7.3043, -5.7740, 2.2862)
H (-7.7171, -4.1065, 2.6840)
H (-6.3559, -4.9096, 3.4879)
H (-6.4901, -4.0856, 0.5179)
H (-5.1552, -5.0495, 1.2431)
H (-5.4566, -1.6410, -0.0730)
H (-3.9172, -2.5643, -0.0629)
H (-3.5328, -0.9501, 2.1029)
H (-4.5542, 0.1439, 1.1684)
H (-0.8146, 1.2225, -1.8532)
H (-1.5551, -2.0972, 2.1548)
H (-1.5038, -0.5541, 2.9864)
H (-0.0269, -1.1914, 2.2506)

Löwdin charges in e:
1. Tc 1.31
2. C 0.03
3. C -0.28
4. N 0.18
5. N 0.09
6. C -0.69
7. S 0.74
8. N -0.07
9. N 0.04
10. H 0.11
11. H 0.10
12. H 0.10
13. H 0.19
14. H 0.15
15. H 0.13
16. C -0.01
17. O 0.01
18. C -0.24
19. C 0.06
20. C 0.02
21. C -0.11
22. C -0.33
23. C 0.02
24. O -0.19
25. C -0.28
26. O -0.25
27. C 0.09
28. H 0.11
29. H 0.11
30. H 0.11
31. H 0.15
32. H 0.13
33. H 0.11
34. H 0.12
35. H 0.10
36. H 0.13
37. S 0.68
38. C -0.75
39. N 0.06
40. C -0.08
41. C -0.07
42. N 0.06
43. H 0.14
44. H 0.13
45. H 0.13
46. H 0.14
47. H 0.13
48. H 0.16
49. C -0.11
50. C -0.27
51. S 0.66
52. O -0.34
53. O -0.27
54. C -0.18
55. C -0.13
56. N 0.08
57. C -0.28
58. N -0.05
59. C -0.01
60. C -0.08
61. N -0.32
62. O 0.13
63. O 0.15
64. C 0.01
65. H 0.09
66. H 0.09
67. H 0.09
68. H 0.11
69. H 0.10
70. H 0.10
71. H 0.11
72. H 0.10
73. H 0.15
74. H 0.12
75. H 0.10
76. H 0.12
77. H 0.02